(1)
{
  "formula": "C3H6N2O",
  "method": "ωB97M-V with the def2-TZVPD basis set",
  "total_charge": 0,
  "elements": ["C", "C", "C", "N", "N", "O", "H", "H", "H", "H", "H", "H"],
  "xyz": [[1.155, 0.308, 0.852], [0.614, 0.807, -0.389], [1.177, -0.899, 0.237], [-1.256, 0.378, -0.151], [-1.394, -0.895, 0.205], [0.901, -0.409, -1.040], [1.203, 0.646, 1.863], [0.729, 1.734, -0.928], [1.343, -1.937, 0.441], [-1.575, 0.715, -1.066], [-1.473, 1.031, 0.600], [-1.424, -1.481, -0.625]],
  "forces_ev_per_angstrom": [[0.28, -0.10, -0.08], [-0.30, -0.42, 0.57], [-0.34, 0.34, 0.45], [0.64, 0.55, -0.57], [-0.02, -0.13, 0.46], [-0.06, -0.16, -0.78], [0.02, 0.12, 0.26], [-0.08, 0.16, -0.15], [0.11, -0.16, -0.08], [-0.10, -0.26, 0.42], [-0.19, -0.29, -0.29], [0.05, 0.35, -0.22]],
  "nbo_charge": [-0.43, 0.11, 0.16, -0.40, -0.63, -0.52, 0.22, 0.19, 0.21, 0.37, 0.38, 0.32]
}

---

(2)
{
  "formula": "C2H3Cl2NS",
  "method": "ωB97M-V with the def2-TZVPD basis set",
  "total_charge": 0,
  "elements": ["C", "C", "N", "S", "Cl", "Cl", "H", "H", "H"],
  "xyz": [[-1.790, -0.508, 0.416], [1.732, 0.131, -0.260], [1.408, -0.808, 0.498], [-2.053, 0.663, -0.722], [-2.281, -2.075, 0.082], [-1.316, 2.253, 0.339], [0.461, -0.753, 0.888], [1.115, 0.990, -0.542], [2.724, 0.108, -0.699]],
  "forces_ev_per_angstrom": [[0.13, 0.66, 0.08], [0.14, 0.48, -0.44], [-0.22, -0.82, 0.61], [0.11, -0.41, 0.62], [-0.22, -0.29, -0.44], [-0.11, 0.05, -0.29], [0.15, 0.33, -0.18], [-0.16, -0.05, 0.11], [0.18, 0.05, -0.09]],
  "nbo_charge": [-0.42, -0.05, -0.59, 0.47, 0.10, -0.14, 0.35, 0.14, 0.16]
}

---

(3)
{
  "formula": "C3H4NO2",
  "method": "ωB97M-V with the def2-TZVPD basis set",
  "total_charge": -1,
  "elements": ["C", "C", "C", "N", "O", "O", "H", "H", "H", "H"],
  "xyz": [[-1.862, -0.714, -0.242], [0.472, 2.542, 0.158], [0.493, -1.074, -0.022], [-0.682, -0.247, -0.200], [-0.448, 3.118, 0.564], [1.492, 2.139, -0.221], [-1.933, -1.878, -0.094], [1.182, -0.612, 0.699], [1.032, -1.175, -0.977], [0.254, -2.099, 0.336]],
  "forces_ev_per_angstrom": [[-1.24, -0.35, -0.01], [0.08, 0.25, 0.04], [0.23, -0.45, 0.06], [0.65, 0.53, 0.05], [-0.25, -0.22, 0.00], [0.08, -0.28, -0.10], [0.55, 0.35, 0.00], [0.00, -0.06, -0.11], [0.02, 0.07, 0.16], [-0.11, 0.15, -0.09]],
  "nbo_charge": [-0.31, 1.05, -0.46, -0.64, -0.53, -0.54, -0.02, 0.16, 0.16, 0.14]
}

---

(4)
{
  "formula": "C17H31F3O2P2W",
  "method": "ωB97M-V with the def2-TZVPD basis set",
  "spin_multiplicity": 3,
  "total_charge": 2,
  "s2": 2.0395,
  "elements": ["P", "P", "C", "C", "H", "H", "H", "H", "C", "H", "H", "H", "C", "H", "H", "H", "C", "H", "H", "H", "C", "H", "H", "H", "W", "C", "C", "C", "C", "C", "C", "C", "C", "C", "H", "H", "H", "H", "H", "H", "H", "H", "H", "H", "H", "H", "H", "H", "H", "F", "C", "F", "F", "C", "O", "O"],
  "xyz": [[1.211, 1.443, 1.710], [1.235, -1.474, -0.994], [-0.111, 1.112, -0.159], [-0.256, -0.227, -1.018], [0.472, 1.860, -0.699], [-1.078, 1.491, 0.133], [-1.117, -0.878, -0.736], [-0.203, -0.035, -2.094], [2.101, -0.506, -2.278], [3.187, -0.703, -2.141], [1.863, 0.561, -2.170], [1.740, -0.885, -3.249], [0.854, -3.116, -1.636], [0.257, -3.003, -2.559], [0.294, -3.700, -0.885], [1.838, -3.599, -1.843], [1.606, 3.190, 1.945], [2.450, 3.325, 2.647], [0.717, 3.713, 2.333], [1.893, 3.603, 0.963], [0.133, 0.983, 3.085], [-0.249, -0.080, 3.055], [-0.686, 1.698, 3.170], [0.752, 1.093, 3.981], [0.241, -0.531, 1.007], [-3.194, -0.455, -0.486], [-2.653, 0.461, -1.319], [-3.057, 1.890, -1.397], [-3.413, 2.625, -0.077], [-2.564, 2.256, 1.119], [-2.853, 1.260, 1.974], [-4.047, 0.391, 1.819], [-4.354, -0.186, 0.404], [2.239, -1.092, 1.411], [-2.905, -1.511, -0.557], [-2.146, 0.118, -2.231], [-3.921, 1.947, -2.085], [-2.249, 2.445, -1.889], [-3.305, 3.713, -0.262], [-4.491, 2.477, 0.124], [-1.704, 2.919, 1.308], [-2.355, 1.206, 2.952], [-4.938, 0.952, 2.157], [-3.935, -0.452, 2.510], [-4.902, -1.136, 0.536], [-5.064, 0.500, -0.092], [2.210, -2.127, 1.758], [2.497, -0.413, 2.245], [2.962, -0.992, 0.587], [7.040, -2.550, -2.306], [6.138, -3.385, -1.710], [6.277, -4.614, -2.277], [6.511, -3.477, -0.390], [4.656, -2.835, -1.791], [4.612, -1.587, -1.623], [3.765, -3.683, -1.981]],
  "forces_ev_per_angstrom": [[1.62, -0.10, 0.87], [-0.60, 0.44, -1.47], [-0.82, 0.08, -2.40], [-0.27, -0.26, -0.21], [0.24, -0.11, 0.23], [-0.18, -0.01, -0.44], [-0.06, 0.90, -0.62], [-0.17, -0.16, 0.52], [0.82, 0.13, 0.65], [0.09, -0.13, -0.35], [0.12, -0.29, 0.02], [0.10, -0.09, 0.36], [-1.03, 0.07, 0.49], [0.29, -0.09, 0.23], [0.21, 0.16, -0.35], [0.24, 0.35, 0.02], [-1.08, 0.94, -0.91], [-0.27, -0.57, -0.28], [0.36, 0.05, -0.15], [0.00, 0.04, 0.41], [0.11, 0.66, 0.35], [-0.14, 0.34, 0.58], [-0.05, -0.41, 0.09], [0.03, -0.46, 0.12], [2.59, -1.44, -0.24], [0.18, 0.49, -0.76], [-2.32, -0.90, -0.53], [-0.03, 0.59, -0.21], [-0.39, 0.34, -0.18], [-0.32, 0.20, 0.49], [-0.08, 0.96, -0.04], [-0.59, -0.80, 0.25], [-0.79, 0.29, 0.58], [0.68, 0.50, 1.58], [-0.02, 0.18, -0.21], [-0.03, 0.15, 0.65], [0.29, 0.14, 0.21], [-0.12, -0.05, -0.08], [-0.02, -0.60, 0.10], [0.65, 0.01, 0.21], [-0.38, -0.15, 0.16], [-0.26, -0.11, -0.61], [0.30, -0.27, -0.01], [-0.15, 0.12, -0.01], [0.19, 0.47, 0.01], [0.38, -0.40, 0.04], [0.09, -0.34, -0.16], [0.81, -1.01, -0.22], [0.30, 0.00, 0.68], [-0.98, -0.79, 0.48], [0.85, -0.32, -0.15], [-0.15, 1.22, 0.65], [-0.42, -0.04, -1.03], [1.00, -0.20, -0.12], [-0.71, -0.56, 0.37], [-0.10, 0.86, 0.32]],
  "nbo_charge": [1.11, 1.37, -0.71, -0.83, 0.29, 0.33, 0.29, 0.39, -0.97, 0.37, 0.23, 0.29, -1.01, 0.29, 0.27, 0.40, -0.96, 0.33, 0.28, 0.30, -1.01, 0.22, 0.30, 0.34, 0.98, -0.22, -0.18, -0.46, -0.47, -0.18, -0.21, -0.46, -0.46, -0.86, 0.20, 0.21, 0.27, 0.22, 0.25, 0.24, 0.19, 0.20, 0.26, 0.22, 0.25, 0.23, 0.26, 0.20, 0.29, -0.32, 0.88, -0.31, -0.33, 0.71, -0.76, -0.73]
}

---

Short version: electronic energy = -302.4627, -1451.2092, -321.9088, -1865.1565 a.u., in the order given.
Short version: energy relative to the best compared isomer or geometry (same formula, charge and spin) = 6.2682, 3.1152, 2.8275, 5.1296 eV, in the order given.